ORCA calculation (ωB97M-V/def2-TZVPD) on a molecular structure, C45H105AsF6N5O5.

Cartesian coordinates (Å):
As (-0.47, 0.88, -0.09)
F (-0.52, 1.12, 1.64)
F (-2.06, 1.57, -0.28)
F (-0.40, 0.74, -1.83)
F (1.11, 0.13, -0.03)
F (-1.24, -0.67, 0.06)
F (0.31, 2.44, -0.23)
C (0.13, -1.07, -4.56)
C (-0.98, -0.09, -4.98)
N (-1.46, -0.19, -6.35)
C (-0.37, -0.17, -7.33)
C (0.46, 1.11, -7.23)
C (-2.27, -1.38, -6.58)
C (-3.65, -1.33, -5.91)
H (1.06, -0.64, -4.92)
H (-0.02, -2.08, -4.95)
H (0.18, -1.11, -3.47)
H (-1.83, -0.23, -4.30)
H (-0.69, 0.93, -4.74)
H (0.26, -1.07, -7.29)
H (-0.80, -0.16, -8.34)
H (-0.20, 1.97, -7.42)
H (0.87, 1.31, -6.24)
H (1.26, 1.05, -7.97)
H (-1.78, -2.30, -6.22)
H (-2.38, -1.55, -7.65)
H (-4.28, -2.14, -6.26)
H (-4.15, -0.38, -6.11)
H (-3.52, -1.40, -4.83)
C (6.24, -2.98, -4.68)
C (5.03, -2.73, -3.79)
N (4.79, -1.29, -3.63)
C (5.82, -0.58, -2.89)
C (5.87, -0.88, -1.39)
C (3.44, -1.04, -3.15)
C (3.03, 0.43, -3.13)
H (6.20, -3.94, -5.20)
H (7.16, -2.93, -4.10)
H (6.26, -2.27, -5.50)
H (4.15, -3.16, -4.27)
H (5.09, -3.22, -2.81)
H (6.77, -0.83, -3.37)
H (5.74, 0.49, -3.07)
H (6.67, -0.28, -0.94)
H (4.94, -0.60, -0.90)
H (6.00, -1.95, -1.24)
H (3.21, -1.46, -2.15)
H (2.75, -1.55, -3.83)
H (3.09, 0.90, -4.11)
H (3.69, 0.98, -2.45)
H (2.00, 0.50, -2.79)
C (-5.21, 0.07, 1.12)
C (-4.51, 0.34, 2.45)
N (-5.42, 0.63, 3.56)
C (-6.20, -0.53, 3.95)
C (-7.40, -0.15, 4.80)
C (-4.73, 1.27, 4.69)
C (-3.85, 0.36, 5.56)
H (-5.97, 0.84, 0.96)
H (-5.66, -0.92, 1.09)
H (-4.49, 0.13, 0.30)
H (-3.82, -0.46, 2.78)
H (-3.92, 1.24, 2.28)
H (-5.61, -1.29, 4.48)
H (-6.55, -1.04, 3.05)
H (-7.95, 0.71, 4.40)
H (-7.13, 0.24, 5.79)
H (-8.07, -1.00, 4.94)
H (-4.14, 2.10, 4.30)
H (-5.48, 1.75, 5.33)
H (-4.38, -0.42, 6.10)
H (-3.16, -0.20, 4.93)
H (-3.31, 1.00, 6.26)
C (0.77, -6.87, 0.25)
C (0.56, -5.37, 0.11)
N (1.79, -4.64, -0.08)
C (1.70, -3.21, 0.22)
C (3.04, -2.59, 0.55)
C (2.54, -4.96, -1.28)
C (1.84, -4.56, -2.59)
H (1.39, -7.13, 1.12)
H (1.15, -7.36, -0.64)
H (-0.19, -7.34, 0.45)
H (-0.20, -5.20, -0.67)
H (0.10, -4.99, 1.03)
H (1.23, -2.72, -0.64)
H (1.00, -3.07, 1.05)
H (2.85, -1.56, 0.88)
H (3.49, -3.09, 1.41)
H (3.74, -2.56, -0.28)
H (2.88, -6.00, -1.29)
H (3.51, -4.46, -1.21)
H (0.80, -4.87, -2.54)
H (2.29, -5.04, -3.46)
H (1.92, -3.47, -2.68)
C (1.82, -1.40, 3.86)
C (1.54, 0.09, 4.08)
N (2.09, 0.66, 5.31)
C (3.54, 0.72, 5.30)
C (4.16, 1.65, 6.34)
C (1.58, 0.04, 6.54)
C (0.08, 0.16, 6.66)
H (2.88, -1.65, 3.86)
H (1.30, -1.71, 2.94)
H (1.37, -2.00, 4.65)
H (2.05, 0.62, 3.27)
H (0.49, 0.35, 4.04)
H (4.03, -0.27, 5.40)
H (3.83, 1.10, 4.31)
H (3.96, 1.39, 7.38)
H (5.24, 1.66, 6.23)
H (3.70, 2.63, 6.18)
H (2.10, 0.50, 7.38)
H (1.86, -1.02, 6.60)
H (-0.47, -0.36, 5.88)
H (-0.19, 1.22, 6.63)
H (-0.27, -0.28, 7.59)
C (-0.32, 5.16, -1.75)
C (0.75, 4.92, -2.78)
O (1.18, 5.85, -3.43)
C (1.22, 3.52, -3.08)
H (-1.31, 4.88, -2.14)
H (-0.34, 6.21, -1.47)
H (-0.15, 4.57, -0.85)
H (0.69, 2.73, -2.53)
H (2.29, 3.38, -3.02)
H (0.92, 3.35, -4.12)
C (-0.97, 2.91, 4.26)
C (-1.42, 4.13, 3.50)
O (-2.40, 4.75, 3.86)
C (-0.62, 4.54, 2.30)
H (0.07, 2.69, 4.04)
H (-1.52, 2.04, 3.88)
H (-1.13, 3.07, 5.32)
H (-1.02, 5.46, 1.87)
H (-0.65, 3.71, 1.60)
H (0.44, 4.67, 2.53)
C (-4.63, 4.37, -0.61)
C (-5.71, 4.79, 0.37)
O (-6.50, 5.65, 0.06)
C (-5.73, 4.13, 1.72)
H (-4.97, 3.56, -1.25)
H (-3.76, 3.98, -0.08)
H (-4.36, 5.23, -1.22)
H (-6.34, 4.67, 2.44)
H (-4.70, 4.10, 2.10)
H (-6.00, 3.07, 1.66)
C (3.76, 1.88, 0.48)
C (4.05, 3.31, 0.86)
O (5.10, 3.83, 0.55)
C (2.98, 3.98, 1.67)
H (3.29, 1.22, 1.22)
H (4.68, 1.39, 0.18)
H (3.10, 1.92, -0.39)
H (3.08, 5.07, 1.69)
H (3.13, 3.64, 2.70)
H (1.99, 3.76, 1.27)
C (-3.05, -3.62, -0.19)
C (-3.00, -3.43, -1.69)
O (-3.67, -4.12, -2.42)
C (-2.08, -2.35, -2.21)
H (-3.60, -4.51, 0.11)
H (-3.52, -2.73, 0.24)
H (-2.02, -3.63, 0.20)
H (-1.14, -2.44, -1.67)
H (-2.57, -1.41, -1.92)
H (-1.95, -2.40, -3.28)

Output
E_tot in a.u.: -5262.71807
Energy above the lowest of the compared OMol25 structures with the same formula, charge and spin in kcal per mole: 0.0
Total charge: -1

ORCA calculation (ωB97M-V/def2-TZVPD) on 2 unconnected molecules or ions with the total composition C4H15N4.

Cartesian coordinates (Å):
C (-2.40, -1.82, 0.27)
C (-1.37, 2.34, 0.00)
C (0.56, 1.73, -1.34)
C (-0.82, 0.00, -0.42)
N (3.19, -1.92, 0.82)
N (-1.92, -0.46, 0.25)
N (2.03, -1.15, 0.58)
N (-0.68, 1.30, -0.73)
H (-1.71, -2.50, 0.95)
H (-3.25, -1.79, 0.97)
H (-2.26, -2.12, -0.75)
H (-2.44, 2.45, -0.30)
H (-1.16, 2.25, 1.06)
H (-0.64, 3.19, -0.22)
H (0.39, 2.06, -2.38)
H (1.07, 2.64, -0.91)
H (1.26, 0.97, -1.35)
H (0.07, -0.59, -0.56)
H (3.08, -2.90, 0.33)
H (3.25, -2.24, 1.88)
H (-2.78, 0.21, 0.16)
H (2.27, -0.21, 0.98)
H (4.24, -1.44, 0.72)

Output
E_tot in a.u.: -380.01918
Energy above the lowest of the compared OMol25 structures with the same formula, charge and spin in kcal per mole: 136.8
Total charge: +1

ORCA calculation (ωB97M-V/def2-TZVPD) on 2 unconnected molecules or ions with the total composition C22H16N2O6P2S.

Cartesian coordinates (Å):
O (3.54, 1.70, -0.34)
P (2.55, 0.75, 0.77)
O (1.19, 0.13, -0.17)
C (3.59, -0.66, 1.52)
C (4.80, -1.27, 0.55)
C (5.72, -2.46, 1.20)
C (5.51, -3.09, 2.73)
N (6.46, -4.20, 3.10)
C (6.14, -4.59, 4.52)
C (5.00, -3.97, 5.50)
N (4.07, -2.89, 5.04)
C (4.32, -2.44, 3.63)
C (3.31, -1.23, 3.07)
P (1.95, -0.59, 4.24)
O (2.79, 0.26, 5.56)
O (0.83, 0.56, 3.57)
S (0.84, -2.03, 5.04)
H (3.53, 2.63, 0.09)
H (1.42, 0.40, -1.12)
H (4.99, -0.85, -0.55)
H (6.58, -2.90, 0.51)
H (6.80, -5.47, 4.97)
H (4.90, -4.41, 6.61)
H (3.01, 1.16, 5.15)
H (1.20, 1.50, 3.57)
C (-5.25, 2.72, -6.14)
C (-4.71, 3.89, -5.60)
C (-4.08, 3.84, -4.35)
C (-4.00, 2.64, -3.65)
C (-4.56, 1.48, -4.19)
C (-5.18, 1.52, -5.44)
C (-4.52, 0.21, -3.43)
O (-5.01, -0.81, -3.90)
C (-3.90, 0.19, -2.09)
C (-3.91, -1.00, -1.34)
C (-3.30, -1.03, -0.08)
C (-2.69, 0.11, 0.43)
C (-2.68, 1.29, -0.32)
C (-3.30, 1.33, -1.58)
C (-3.32, 2.60, -2.34)
O (-2.78, 3.60, -1.89)
H (-5.73, 2.75, -7.12)
H (-4.78, 4.83, -6.14)
H (-3.66, 4.75, -3.93)
H (-5.60, 0.62, -5.88)
H (-4.38, -1.89, -1.73)
H (-3.32, -1.95, 0.50)
H (-2.21, 0.09, 1.40)
H (-2.20, 2.18, 0.09)

Output
E_tot in a.u.: -2489.47490
SMILES string: OP(O)c1ccc2nccnc2c1P(O)(O)=S.O=C1c2ccccc2C(=O)c2ccccc21

ORCA calculation (ωB97M-V/def2-TZVPD) on 2 unconnected molecules or ions with the total composition C3H7O2S.

Cartesian coordinates (Å):
C (0.41, -1.64, 1.53)
C (-0.28, -0.57, 0.70)
S (-1.58, -1.27, -0.40)
H (-0.21, -2.16, 2.26)
H (0.77, -2.41, 0.86)
H (1.34, -1.23, 1.92)
H (0.35, -0.15, -0.08)
H (-0.69, 0.20, 1.33)
H (-1.10, -0.61, -1.46)
O (0.16, 3.66, -2.00)
C (0.23, 2.47, -1.67)
O (-0.36, 1.85, -0.75)
H (0.96, 1.86, -2.27)

Output
E_tot in a.u.: -667.21655
Energy above the lowest of the compared OMol25 structures with the same formula, charge and spin in kcal per mole: 16.8
Total charge: -1